1.
15
Properties=species:S:1:pos:R:3:mulliken_charge:R:1 method="wB97M-V/def2-TZVPD" smiles=Cc1ccn(C)n1 charge=0 e_homo_ha=-0.3292
N -0.5702 0.8795 0.1451 0.615
N 0.5310 0.3945 -0.4494 -0.874
C -1.2818 -0.0683 0.8155 -0.243
C 0.5696 -0.8949 -0.1599 0.587
C 1.5253 -1.7056 -1.0174 -0.912
C -0.6288 2.3005 0.3439 -0.806
C -0.5310 -1.2274 0.6708 -0.853
H -1.2904 2.5276 1.1749 0.343
H 0.3716 2.6361 0.6074 0.301
H 2.4852 -1.9852 -0.5607 0.231
H 1.7769 -1.0084 -1.8224 0.308
H -0.7531 -2.2115 0.9976 0.398
H -1.0038 2.8078 -0.5412 0.246
H 1.0544 -2.5876 -1.4759 0.270
H -2.2550 0.1429 1.2717 0.390

=====

2.
15
Properties=species:S:1:pos:R:3:mulliken_charge:R:1 method="wB97M-V/def2-TZVPD" smiles=C[C@H]1[C@@H](C#N)N1C charge=0 e_homo_ha=-0.3472
N 0.5470 -0.9610 -0.2455 -0.290
N 1.1927 2.2592 0.3036 -0.507
C 0.7772 1.4425 -0.4038 0.137
C 0.4130 0.2260 -1.1037 -0.089
C -1.9299 0.1177 0.1405 -1.209
C 1.4954 -0.6947 0.9647 -0.776
C -0.8120 -0.4919 -0.6725 0.221
H -2.6267 0.6677 -0.5113 0.310
H -2.5102 -0.6776 0.6187 0.314
H 2.3087 -0.2406 0.4147 0.362
H 0.7473 0.1818 -2.1425 0.319
H 1.9760 -1.5556 1.4688 0.267
H -1.5611 0.8087 0.8988 0.351
H 1.2077 0.0103 1.7667 0.283
H -1.2250 -1.0925 -1.4973 0.306

=====

3.
15
Properties=species:S:1:pos:R:3:mulliken_charge:R:1 method="wB97M-V/def2-TZVPD" charge=0 e_homo_ha=-0.3056
N -1.0009 0.4910 0.0898 0.141
N 0.6884 -0.4406 1.2613 -0.496
C 1.1554 0.0061 -0.0253 0.744
C 0.2266 0.5523 -0.8553 -0.995
C 2.6111 -0.1697 -0.3278 -1.080
C -0.5472 -0.1809 1.3184 -0.046
C -2.2088 -0.0752 -0.5455 -0.857
H -3.0578 -0.0181 0.1416 0.344
H 3.2399 0.3408 0.4121 0.266
H -1.1811 1.4752 0.3094 0.341
H 2.8209 0.2561 -1.3119 0.311
H 2.9027 -1.2268 -0.3310 0.257
H -2.4074 0.4924 -1.4547 0.344
H -2.0011 -1.1131 -0.8067 0.326
H -1.2406 -0.3895 2.1256 0.400

=====

4.
15
Properties=species:S:1:pos:R:3:mulliken_charge:R:1 method="wB97M-V/def2-TZVPD" smiles="C/C=C/C#[N+]C=[NH2+]" charge=+2 e_homo_ha=-0.7165
N 1.3343 -0.3461 -0.8692 -0.168
N 2.3628 0.7233 -2.6605 -0.168
C -1.4573 0.2477 1.1386 0.096
C 0.5062 -0.4680 0.0346 0.722
C -0.4099 -0.5845 0.9494 -0.387
C -2.6072 -0.0619 1.9225 -0.985
C 2.3234 -0.1552 -1.7345 0.214
H -3.0510 -1.1317 1.9028 0.352
H -3.4345 0.6351 1.9341 0.358
H -2.0812 0.0112 2.9426 0.358
H 3.3015 -0.6703 -1.4566 0.335
H -0.1502 -1.5405 1.4604 0.354
H 3.1457 0.7104 -3.3712 0.329
H -1.4091 1.2639 0.6067 0.326
H 1.6266 1.3665 -2.7998 0.263

=====

5.
16
Properties=species:S:1:pos:R:3:mulliken_charge:R:1 method="wB97M-V/def2-TZVPD" smiles=CN(C)C#N.C#CO charge=0 e_homo_ha=-0.3436
O -3.0563 1.3612 0.5472 -0.464
N 0.7344 -0.2588 -0.0197 0.118
N -0.4383 1.8626 0.0941 -0.684
C 1.8454 -0.1613 0.9286 -0.915
C -2.4557 0.2003 0.3695 -0.023
C -0.2743 0.6941 0.0788 0.594
C 1.2304 -0.5212 -1.3718 -0.964
C -2.6807 -1.0167 0.3199 -0.457
H 1.7200 -1.4973 -1.3855 0.317
H 2.0222 0.1544 -1.7143 0.353
H 2.6742 0.4936 0.6384 0.351
H -3.2417 -1.9128 0.3275 0.408
H -2.3649 2.0358 0.3676 0.425
H 2.3471 -1.1285 1.0030 0.307
H 1.5183 0.1673 1.9121 0.315
H 0.4198 -0.4728 -2.0954 0.320

=====

6.
16
Properties=species:S:1:pos:R:3:mulliken_charge:R:1 method="wB97M-V/def2-TZVPD" smiles=NCCc1cnco1 charge=0 e_homo_ha=-0.3394
O 0.8147 -0.5186 -0.9746 -0.310
N 0.3949 -2.3300 0.2628 -0.518
N -2.0511 1.5622 0.0149 -0.629
C 0.4383 -0.0750 0.2645 0.402
C 0.7916 -1.8479 -0.8795 -0.015
C -0.6529 2.1408 -0.1890 -0.659
C 0.4504 1.4124 0.5081 -0.585
C 0.2318 -1.2077 0.9956 -0.279
H -1.9597 0.5416 -0.2252 0.316
H 1.4932 1.7208 0.3066 0.313
H -0.3462 2.0896 -1.2476 0.292
H -2.2573 1.5729 0.9885 0.243
H 0.3825 1.5792 1.5425 0.341
H -0.6740 3.2091 0.0344 0.377
H 0.9696 -2.4234 -1.7977 0.363
H -0.0883 -1.3013 2.0536 0.350

=====

7.
16
Properties=species:S:1:pos:R:3:mulliken_charge:R:1 method="wB97M-V/def2-TZVPD" smiles="CC(C)/C=N/N=C=O" charge=0 e_homo_ha=-0.3112
O -5.0141 0.4860 0.1047 -0.193
N -1.6330 -0.7240 0.0613 0.597
N -2.8003 -0.8456 0.1207 -0.708
C -0.6030 -0.0441 -0.1838 -0.410
C 0.8222 -0.4562 0.0122 0.602
C 1.3665 0.1644 1.3072 -1.362
C 1.6411 0.0336 -1.1887 -1.462
C -3.9089 0.5301 -0.1797 0.114
H 0.8866 -1.5443 0.0778 0.200
H 2.4536 0.1027 1.3338 0.378
H 1.2309 -0.3591 -2.1171 0.393
H 2.6746 -0.2901 -1.1027 0.385
H 1.6201 1.1195 -1.2327 0.327
H -0.7836 0.9601 -0.5604 0.457
H 1.0818 1.2151 1.3680 0.325
H 0.9655 -0.3482 2.1793 0.357

=====

8.
16
Properties=species:S:1:pos:R:3:mulliken_charge:R:1 method="wB97M-V/def2-TZVPD" charge=0 e_homo_ha=-0.2640
O 2.0524 -0.6580 0.0587 -0.405
N -2.4190 0.8775 0.0160 -0.564
N -1.4678 -1.1799 -0.0256 -0.170
C 0.8049 -1.0933 0.1352 -0.361
C -0.9275 1.0399 0.1770 -0.146
C 2.5181 0.6614 -0.1553 -0.706
C -0.3419 -0.3468 0.1262 0.372
C -2.5762 -0.3900 -0.1392 -0.185
H 3.6040 0.6271 -0.1224 0.253
H -0.7266 1.6012 1.1168 0.270
H 0.8025 -2.1619 -0.0458 0.264
H -0.6949 1.6952 -0.7280 0.223
H 2.1433 1.0827 -1.0467 0.308
H 2.2877 1.1886 0.7680 0.308
H -1.4583 -2.1408 0.1905 0.197
H -3.6007 -0.8028 -0.3252 0.341

=====

E_tot per entry: -304.80454, -304.73779, -304.70684, -304.05698, -379.88215, -380.04543, -379.95597, -379.98956 Eh